Entry 1:
23
Properties=species:S:1:pos:R:3 method="wB97M-V/def2-TZVPD" charge=+1 energy_ha=-570.47851 spin_multiplicity=1 lumo_energy_ev=-2.8 orbital_gap_ev=10.70 relative_energy_kj_mol=0.0
N -0.903 -1.165 -0.784
C -0.031 -0.598 0.282
C -0.030 0.909 0.173
N 0.303 1.664 1.241
C 0.470 1.197 2.602
C -0.859 0.857 3.277
O -1.693 0.213 2.697
O -0.276 1.431 -0.905
H -1.870 -1.225 -0.461
H -0.843 -0.586 -1.640
H -0.578 -2.106 -1.014
H -0.348 -0.979 1.242
H 0.993 -0.941 0.106
H 0.304 2.663 1.113
H 1.010 1.953 3.173
H 1.088 0.291 2.666
H -1.056 1.227 4.296
H 1.873 -2.660 -2.493
H 1.088 -1.349 -2.765
O 1.218 -2.076 -2.119
H -0.158 0.311 -4.343
H 0.222 0.898 -2.917
O 0.073 0.072 -3.429

***

Entry 2:
15
Properties=species:S:1:pos:R:3 method="wB97M-V/def2-TZVPD" charge=+1 energy_ha=-1416.35057 spin_multiplicity=7 lumo_energy_ev="-3.9 / -5.5" orbital_gap_ev="9.37 / 7.84"
O 1.001 -1.690 -0.426
Dy 3.486 -1.108 -0.225
O 1.780 -1.105 1.534
C 0.822 -1.586 0.878
O -0.427 -1.404 1.168
O 1.491 1.597 -0.234
C 0.377 1.978 0.042
C -0.903 1.280 -0.336
O -0.733 0.104 -1.070
C -0.999 -1.102 -0.446
H 0.228 2.843 0.723
H -1.483 1.993 -0.944
H -1.488 1.123 0.590
H -1.134 -1.863 -1.220
H -2.018 -1.059 -0.035

***

Entry 3:
8
Properties=species:S:1:pos:R:3 method="wB97M-V/def2-TZVPD" charge=0 smiles="S=c1scc(I)s1" energy_ha=-1607.14259 spin_multiplicity=1 lumo_energy_ev=-0.3 orbital_gap_ev=7.87 relative_energy_kj_mol=0.0
S -2.130 2.451 0.024
C -1.096 1.199 -0.002
S -1.600 -0.488 -0.021
C -0.038 -1.192 0.006
C 1.072 -0.262 0.001
I 3.066 -0.860 0.005
S 0.650 1.408 -0.017
H 0.075 -2.255 0.004

***

Entry 4:
61
Properties=species:S:1:pos:R:3 method="wB97M-V/def2-TZVPD" charge=-1 energy_ha=-1397.86833 spin_multiplicity=1 lumo_energy_ev=2.5 orbital_gap_ev=9.34 relative_energy_kj_mol=392.8
C 2.946 0.893 -2.636
O 2.592 0.854 -4.050
C 2.815 -0.530 -2.043
C 1.826 -0.747 -0.897
C 1.915 0.260 0.259
C 2.850 -0.187 1.482
N 1.902 -0.785 2.500
H 4.094 1.238 -2.617
H 2.195 1.539 -2.200
H 2.885 -1.385 -2.804
H 3.770 -0.798 -1.632
H 0.775 -0.913 -1.173
H 2.187 -1.620 -0.383
H 0.914 0.295 0.671
H 2.181 1.299 0.028
H 3.556 -0.926 1.157
H 3.214 0.614 2.134
H 1.565 -1.714 2.414
H 1.029 -0.284 2.384
H -0.631 4.217 0.264
H -0.946 3.023 -1.048
O -0.316 3.327 0.100
H 1.436 2.248 3.805
H 1.335 0.801 4.185
O 0.984 1.670 4.457
H -1.004 1.073 -3.134
H -0.759 3.352 -2.563
O -1.350 2.777 -2.063
H 1.015 -3.368 -2.604
H 2.089 -3.705 -1.468
O 1.810 -3.088 -2.143
H -3.918 -0.213 -2.079
H -2.600 -0.948 -2.552
O -3.274 -0.894 -1.880
H -1.155 -2.495 -1.861
H -0.394 -1.354 -2.567
O -0.612 -2.306 -2.625
H 0.116 -3.639 3.296
H 1.594 -3.227 3.581
O 1.029 -3.970 3.330
H -3.908 1.741 -0.479
H -3.158 2.405 -1.550
O -4.061 2.040 -1.393
H -3.433 -0.285 3.642
H -3.673 -1.022 2.279
O -3.573 -1.161 3.249
H 1.385 3.599 2.522
H 0.189 3.170 1.537
O 0.499 3.254 2.517
H -1.675 0.014 -4.297
H 1.616 0.630 -4.085
O -1.095 0.190 -3.559
H -1.890 1.652 1.923
H -1.363 2.137 0.557
O -2.139 1.673 0.994
H -2.171 -0.112 0.942
H -3.209 -0.788 0.039
O -2.576 -1.002 0.717
H -1.986 -3.417 1.955
H -1.951 -2.124 2.822
O -1.491 -2.975 2.644

***

Entry 5:
8
Properties=species:S:1:pos:R:3 method="wB97M-V/def2-TZVPD" charge=0 energy_ha=-468.04480 spin_multiplicity=1 lumo_energy_ev=-0.3 orbital_gap_ev=8.74 relative_energy_kj_mol=188.5
C -0.751 0.515 -0.668
N 0.459 -0.642 0.885
O 0.205 0.578 0.360
I 2.336 -1.411 0.334
H -0.541 1.216 -1.586
H -1.734 0.713 -0.347
H -0.698 -0.433 -1.129
H 0.724 -0.534 2.151

***

Entry 6:
32
Properties=species:S:1:pos:R:3 method="wB97M-V/def2-TZVPD" charge=0 smiles="O=c1c2ccccc2nnn1CSc1nnc(-c2ccco2)o1" energy_ha=-1436.52304 spin_multiplicity=1 lumo_energy_ev=-0.2 orbital_gap_ev=8.07
O 0.532 3.463 -2.302
C 1.079 2.436 -1.970
C 2.517 2.189 -1.925
C 3.439 3.176 -2.272
C 4.787 2.897 -2.212
C 5.232 1.638 -1.806
C 4.336 0.652 -1.459
C 2.964 0.920 -1.515
N 2.070 -0.065 -1.164
N 0.852 0.135 -1.200
N 0.335 1.311 -1.582
C -1.093 1.401 -1.540
S -1.703 1.545 0.190
C -2.165 -0.101 0.416
N -2.286 -1.027 -0.486
N -2.704 -2.131 0.150
C -2.827 -1.835 1.408
C -3.248 -2.675 2.486
C -3.385 -2.386 3.825
C -3.832 -3.577 4.430
C -3.933 -4.493 3.422
O -3.584 -3.958 2.249
O -2.493 -0.534 1.650
H 3.070 4.142 -2.581
H 5.507 3.656 -2.480
H 6.292 1.437 -1.765
H 4.657 -0.327 -1.142
H -1.550 0.498 -1.944
H -1.394 2.309 -2.064
H -3.188 -1.445 4.295
H -4.048 -3.731 5.466
H -4.234 -5.522 3.422

***

Entry 7:
11
Properties=species:S:1:pos:R:3 method="wB97M-V/def2-TZVPD" charge=0 energy_ha=-389.74187 spin_multiplicity=1 lumo_energy_ev=-1.4 orbital_gap_ev=8.37 relative_energy_kj_mol=333.0
H -1.393 0.437 -2.576
N -0.363 0.521 -2.375
C 0.119 -0.044 -1.294
N -0.620 -0.938 -0.490
C -0.673 -0.685 0.783
C 0.030 0.304 1.575
N 1.195 0.808 1.281
N 2.047 0.369 0.209
N 1.497 -0.029 -0.858
H -1.486 -1.377 1.219
H -0.352 0.634 2.525

***

Entry 8:
18
Properties=species:S:1:pos:R:3 method="wB97M-V/def2-TZVPD" charge=0 smiles="CC(=O)N(C)C.O" energy_ha=-364.23789 spin_multiplicity=1 lumo_energy_ev=0.8 orbital_gap_ev=9.99 relative_energy_kj_mol=79.5
C -1.470 -0.441 -2.195
C -1.206 -0.923 -0.761
O -2.127 -1.045 0.022
N 0.089 -1.119 -0.402
C 0.395 -1.469 0.980
C 1.193 -1.117 -1.354
H -1.261 0.628 -2.161
H -2.550 -0.519 -2.304
H -0.999 -1.018 -2.966
H -0.503 -1.773 1.450
H 0.998 -2.385 0.942
H 0.867 -0.668 1.527
H 0.895 -1.561 -2.301
H 1.962 -1.743 -0.901
H 1.562 -0.105 -1.527
O 0.918 5.091 3.636
H 1.083 5.608 4.441
H 0.154 4.556 3.875